<P>
Entry from the OMol25 dataset: a structure of composition C35H47Cl2N4O3SSi4SrTe (ωB97M-V/def2-TZVPD).

XYZ file:
```
98
Properties=species:S:1:pos:R:3
Sr -2.75 -0.95 -0.08
Cl -9.06 -1.75 -2.56
C -7.73 -1.24 -1.57
C -6.49 -1.82 -1.75
C -5.37 -1.49 -0.97
N -4.18 -2.18 -1.10
C -3.89 -2.97 -2.13
O -4.46 -3.15 -3.21
C -2.65 -3.79 -1.88
C -2.59 -5.08 -2.43
C -1.46 -5.84 -2.24
C -0.40 -5.30 -1.52
C -0.54 -4.02 -1.02
N -1.63 -3.28 -1.19
C -5.53 -0.49 0.03
C -6.80 0.10 0.17
C -7.88 -0.26 -0.61
Cl -9.41 0.52 -0.34
N -4.46 -0.06 0.80
C -4.58 0.74 1.85
O -5.57 1.06 2.53
C -3.28 1.34 2.32
C -3.32 2.65 2.78
C -2.18 3.20 3.32
C -1.04 2.41 3.41
C -1.09 1.13 2.92
N -2.17 0.59 2.35
H -6.38 -2.58 -2.51
H -3.44 -5.43 -3.00
H -1.39 -6.84 -2.65
H 0.51 -5.86 -1.35
H 0.26 -3.54 -0.46
H -6.93 0.85 0.93
H -4.25 3.19 2.73
H -2.17 4.23 3.68
H -0.13 2.79 3.86
H -0.23 0.47 2.97
C 5.12 -3.23 0.66
Si 3.28 -3.01 1.09
C 2.48 -4.67 0.63
C 3.15 -2.91 2.98
Si 2.48 -1.04 0.03
Te 0.11 -0.14 -0.05
Si 3.75 0.66 1.12
C 3.82 2.26 0.08
C 5.57 0.31 1.58
C 2.92 1.13 2.76
Si 3.50 -1.13 -2.12
C 5.37 -0.77 -2.14
C 2.72 0.17 -3.26
C 3.27 -2.81 -2.97
H 5.57 -4.04 1.23
H 5.68 -2.31 0.85
H 5.23 -3.46 -0.40
H 3.06 -5.50 1.04
H 2.43 -4.80 -0.46
H 1.47 -4.76 1.03
H 3.46 -3.85 3.46
H 2.12 -2.71 3.29
H 3.78 -2.11 3.38
H 4.63 2.23 -0.65
H 3.95 3.14 0.71
H 2.88 2.38 -0.48
H 6.15 0.01 0.70
H 5.64 -0.49 2.32
H 6.03 1.20 2.00
H 1.86 1.34 2.59
H 3.38 2.01 3.22
H 2.98 0.31 3.48
H 5.58 0.23 -1.75
H 5.78 -0.84 -3.15
H 5.92 -1.49 -1.51
H 2.93 1.18 -2.91
H 1.63 0.05 -3.28
H 3.09 0.09 -4.29
H 3.84 -3.59 -2.47
H 3.59 -2.78 -4.01
H 2.22 -3.11 -2.96
C 0.19 7.34 1.09
C -0.36 5.99 0.70
C -1.73 5.78 0.56
C -2.22 4.54 0.18
C -1.34 3.50 -0.08
C 0.02 3.68 0.08
C 0.50 4.92 0.47
S -2.07 1.91 -0.58
C -1.30 1.93 -2.25
O -3.49 2.21 -0.86
H -0.60 8.08 1.16
H 0.92 7.67 0.35
H 0.70 7.29 2.05
H -2.42 6.58 0.76
H -3.28 4.37 0.06
H 0.70 2.86 -0.08
H 1.57 5.06 0.59
H -1.77 2.76 -2.78
H -1.54 0.98 -2.72
H -0.23 2.05 -2.18
```

## Properties
highest occupied orbital energy: -0.17423 Ha
charge: -1
HOMO-LUMO gap: 6.83 eV



<Q>
Entry from the OMol25 dataset: a structure of composition C35H47Cl2N4O3SSi4SrTe (ωB97M-V/def2-TZVPD).

XYZ file:
```
98
Properties=species:S:1:pos:R:3
Sr -2.66 -0.96 -0.12
Cl -9.03 -1.70 -2.71
C -7.71 -1.21 -1.68
C -6.48 -1.80 -1.86
C -5.38 -1.48 -1.06
N -4.13 -2.20 -1.20
C -3.82 -2.98 -2.25
O -4.39 -3.14 -3.33
C -2.54 -3.79 -2.00
C -2.43 -5.06 -2.57
C -1.28 -5.79 -2.35
C -0.26 -5.23 -1.59
C -0.45 -3.95 -1.08
N -1.56 -3.25 -1.27
C -5.55 -0.49 -0.02
C -6.81 0.09 0.11
C -7.88 -0.26 -0.69
Cl -9.41 0.52 -0.43
N -4.45 -0.07 0.78
C -4.58 0.71 1.87
O -5.57 1.01 2.53
C -3.25 1.31 2.37
C -3.30 2.60 2.88
C -2.15 3.13 3.44
C -1.01 2.33 3.50
C -1.06 1.06 2.96
N -2.15 0.55 2.37
H -6.35 -2.54 -2.63
H -3.25 -5.42 -3.17
H -1.17 -6.78 -2.76
H 0.66 -5.76 -1.40
H 0.32 -3.46 -0.50
H -6.95 0.82 0.89
H -4.23 3.14 2.84
H -2.13 4.14 3.82
H -0.09 2.69 3.94
H -0.19 0.42 2.97
C 5.07 -3.22 0.81
Si 3.27 -2.90 1.22
C 2.41 -4.53 0.90
C 3.15 -2.58 3.06
Si 2.55 -1.05 0.00
Te 0.28 -0.19 -0.08
Si 3.74 0.71 0.92
C 3.75 2.16 -0.28
C 5.54 0.40 1.38
C 2.90 1.30 2.49
Si 3.43 -1.30 -2.13
C 5.28 -0.98 -2.24
C 2.60 -0.10 -3.29
C 3.13 -3.03 -2.80
H 5.47 -3.99 1.48
H 5.69 -2.32 0.91
H 5.18 -3.57 -0.22
H 2.98 -5.33 1.39
H 2.37 -4.76 -0.17
H 1.39 -4.55 1.29
H 3.43 -3.48 3.62
H 2.13 -2.31 3.34
H 3.80 -1.76 3.37
H 4.56 2.07 -1.01
H 3.87 3.10 0.27
H 2.81 2.22 -0.83
H 6.12 0.03 0.53
H 5.63 -0.33 2.19
H 5.98 1.34 1.71
H 1.84 1.49 2.29
H 3.36 2.23 2.84
H 2.96 0.56 3.28
H 5.52 0.05 -1.95
H 5.61 -1.13 -3.27
H 5.85 -1.65 -1.60
H 2.84 0.94 -3.02
H 1.51 -0.20 -3.24
H 2.92 -0.26 -4.32
H 3.71 -3.78 -2.26
H 3.40 -3.08 -3.86
H 2.07 -3.30 -2.70
C 0.18 7.25 1.51
C -0.35 5.94 0.97
C -1.71 5.76 0.74
C -2.20 4.56 0.23
C -1.31 3.54 -0.05
C 0.05 3.69 0.19
C 0.52 4.89 0.69
S -2.03 2.02 -0.67
C -1.28 2.09 -2.30
O -3.48 2.31 -0.94
H -0.62 7.98 1.60
H 0.94 7.66 0.85
H 0.63 7.11 2.49
H -2.40 6.56 0.96
H -3.25 4.40 0.05
H 0.73 2.86 0.00
H 1.58 5.01 0.88
H -1.76 2.93 -2.79
H -1.51 1.15 -2.81
H -0.20 2.21 -2.24
```

## Properties
highest occupied orbital energy: -0.17422 Ha
charge: -1
HOMO-LUMO gap: 6.80 eV



<Q> ends up most stable, edging out the next structure by 105.3 kJ/mol.



<P>
Entry from the OMol25 dataset: a cluster of 2 separate species, C4H9O in total (ωB97M-V/def2-TZVPD).

XYZ file:
```
14
Properties=species:S:1:pos:R:3
C 1.98 -1.11 -0.09
O 1.11 -2.14 -0.18
H 3.05 -1.42 0.13
H 2.07 -0.37 -0.90
H 1.78 -0.51 0.85
C -0.37 1.33 -0.51
C -1.14 0.59 0.53
C -2.11 -0.30 0.39
H 0.64 1.39 -0.10
H -0.35 0.84 -1.48
H -0.70 2.36 -0.70
H -1.02 0.93 1.56
H -2.72 -0.82 1.11
H -2.22 -0.75 -0.60
```

## Properties
highest occupied orbital energy: -0.06296 Ha
charge: -1
HOMO-LUMO gap: 5.84 eV



<Q>
Entry from the OMol25 dataset: a cluster of 2 separate species, C4H9O in total (ωB97M-V/def2-TZVPD).

XYZ file:
```
14
Properties=species:S:1:pos:R:3
C -0.09 0.05 1.00
O -1.02 0.39 1.84
C 1.07 1.00 0.40
C -0.06 0.51 -0.45
C 0.05 -0.50 -1.58
H 0.38 -0.96 1.02
H -0.55 -4.76 -3.04
H 1.09 2.02 0.75
H 2.04 0.51 0.38
H -0.11 -4.29 -2.63
H -0.81 1.26 -0.65
H 0.06 -0.03 -2.57
H 0.92 -1.15 -1.43
H -0.81 -1.14 -1.51
```

## Properties
highest occupied orbital energy: -0.06124 Ha
charge: -1
HOMO-LUMO gap: 6.12 eV



<R>
Entry from the OMol25 dataset: a cluster of 2 separate species, C4H9O in total (ωB97M-V/def2-TZVPD).

XYZ file:
```
14
Properties=species:S:1:pos:R:3
C 0.45 -0.74 1.30
O -0.52 -1.53 1.97
C 1.07 0.51 2.02
C 0.07 0.65 0.85
C 0.50 1.23 -0.44
H 0.77 -1.45 0.47
H -3.31 -2.13 -5.04
H 0.72 0.70 3.01
H 2.20 0.46 1.91
H -3.02 -2.75 -4.76
H -0.89 0.95 1.26
H 0.62 2.31 -0.43
H 1.49 0.83 -0.75
H -0.15 0.95 -1.36
```

## Properties
highest occupied orbital energy: -0.06424 Ha
charge: -1
HOMO-LUMO gap: 6.08 eV



<P> ends up most stable, edging out the next structure by 16.3 kJ/mol.



<P>
Entry from the OMol25 dataset: a cluster of 3 separate species, C4H12NO in total (ωB97M-V/def2-TZVPD).

XYZ file:
```
18
Properties=species:S:1:pos:R:3
C 0.97 -1.01 -0.91
C 1.52 0.33 -0.38
C 1.65 0.51 1.12
C 0.49 1.31 0.23
O -0.95 -0.77 1.47
N -2.54 0.05 -1.00
H 1.70 -1.85 -0.98
H 0.15 -1.34 -0.30
H 0.58 -0.83 -1.95
H 2.42 0.63 -0.95
H 1.24 -0.26 1.75
H 2.43 1.16 1.50
H -0.55 0.97 0.55
H 0.65 2.42 0.16
H -1.37 -1.11 2.22
H -2.66 -0.94 -1.19
H -2.39 0.18 0.00
H -3.36 0.56 -1.33
```

## Properties
highest occupied orbital energy (spin up / spin down): -0.33690 / -0.33624 Ha
charge: 0
spin multiplicity: 2
expectation value of S²: 0.753
HOMO-LUMO gap (spin up / spin down): 9.70 / 6.51 eV



<Q>
Entry from the OMol25 dataset: a cluster of 2 separate species, C4H12NO in total (ωB97M-V/def2-TZVPD).

XYZ file:
```
18
Properties=species:S:1:pos:R:3
C -0.29 -1.25 2.52
C 0.59 -0.19 1.88
C 0.24 0.17 0.47
C -0.23 -0.73 -0.46
N -0.07 -0.41 -1.88
H -0.28 -2.18 1.96
H -1.32 -0.87 2.61
H 0.06 -1.46 3.53
H 1.64 -0.52 1.98
H 0.56 0.73 2.50
H 0.41 1.20 0.16
H -0.72 -1.69 -0.34
H -0.12 0.60 -2.07
H 0.83 -0.74 -2.31
H -0.83 -0.87 -2.37
H 0.49 2.90 -3.14
H -0.85 2.94 -2.41
O -0.11 2.35 -2.63
```

## Properties
highest occupied orbital energy (spin up / spin down): -0.12459 / -0.29685 Ha
charge: 0
spin multiplicity: 2
expectation value of S²: 0.755
HOMO-LUMO gap (spin up / spin down): 3.77 / 8.38 eV



<Q> ends up most stable, edging out the next structure by 46.5 kJ/mol.



<P>
Entry from the OMol25 dataset: an isolated molecule of CH3NS2 (ωB97M-V/def2-TZVPD).

XYZ file:
```
7
Properties=species:S:1:pos:R:3
N 0.49 1.42 0.18
S -0.07 0.07 -0.86
C -0.68 -1.06 0.23
S -0.92 -2.81 -0.79
H 0.49 2.23 -0.42
H 1.43 1.27 0.39
H -0.75 -1.11 1.26
```

## Properties
SMILES: NSC=S
highest occupied orbital energy (spin up / spin down): -0.30971 / -0.30963 Ha
charge: 0
HOMO-LUMO gap (spin up / spin down): 7.22 / 7.22 eV



<Q>
Entry from the OMol25 dataset: a structure of composition CH3NS2 (ωB97M-V/def2-TZVPD).

XYZ file:
```
7
Properties=species:S:1:pos:R:3
C -0.76 0.31 -0.78
H 1.20 -0.43 2.78
H 0.82 -1.11 -0.50
H -0.85 1.39 -0.35
N -0.20 -0.44 0.12
S 1.17 0.30 1.04
S -1.38 -0.02 -2.31
```

## Properties
highest occupied orbital energy: -0.32476 Ha
charge: 0
HOMO-LUMO gap: 7.65 eV



<R>
Entry from the OMol25 dataset: an isolated molecule of CH3NS2 (ωB97M-V/def2-TZVPD).

XYZ file:
```
7
Properties=species:S:1:pos:R:3
S -0.98 -1.50 0.85
N 0.26 -0.34 -0.16
C 0.07 0.98 -0.59
S 0.13 -0.30 -1.85
H -1.81 -1.63 -0.21
H -0.84 1.57 -0.71
H 0.97 1.57 -0.59
```

## Properties
SMILES: SN1CS1
highest occupied orbital energy: -0.31164 Ha
charge: 0
HOMO-LUMO gap: 8.16 eV



<R> ends up most stable, edging out the next structure by 10.0 kJ/mol.



<P>
Entry from the OMol25 dataset: a structure of composition C19H25CdClN6O4SSe (ωB97M-V/def2-TZVPD).

XYZ file:
```
58
Properties=species:S:1:pos:R:3
Cd 1.19 2.04 0.05
C -1.54 -2.79 0.61
C -0.25 -2.81 1.16
C -0.36 -2.71 2.59
C -1.74 -2.65 2.92
C -2.45 -2.79 1.69
C -3.92 -2.78 1.66
C -2.30 -2.82 4.29
C 0.73 -2.76 3.60
C 1.07 -2.90 0.44
C -1.79 -2.85 -0.81
H -4.33 -3.43 0.83
H -4.25 -1.72 1.43
H -4.29 -3.10 2.63
H -1.63 -2.44 5.09
H -2.44 -3.86 4.60
H -3.29 -2.37 4.33
H 1.63 -2.16 3.30
H 1.05 -3.75 3.76
H 0.39 -2.31 4.55
H 1.52 -1.95 0.11
H 1.02 -3.64 -0.40
H 1.84 -3.29 1.13
H -2.82 -2.54 -1.05
H -1.68 -3.83 -1.26
H -1.05 -2.17 -1.32
O 2.18 3.78 3.39
Cl 1.34 4.04 2.26
O 0.55 5.22 2.31
O 2.19 4.03 0.98
O 0.40 2.79 2.01
Se 4.16 0.69 1.67
N 5.60 0.69 0.62
C 5.25 0.93 -0.69
C 6.15 1.03 -1.79
C 5.61 1.56 -2.97
C 4.23 1.91 -3.02
N 3.34 1.72 -2.05
C 3.83 1.23 -0.91
N 3.05 1.04 0.22
H 7.12 0.66 -1.64
H 6.15 1.75 -3.93
H 3.94 2.43 -3.93
C -3.35 0.98 -4.49
C -2.09 1.81 -4.34
C -1.88 2.30 -2.94
N -0.74 2.15 -2.33
N -0.74 2.64 -1.05
C -1.99 3.07 -0.71
N -2.26 3.48 0.53
S -3.18 3.03 -2.01
H -3.36 0.37 -5.39
H -4.18 1.64 -4.57
H -3.57 0.31 -3.62
H -2.13 2.69 -5.00
H -1.21 1.19 -4.57
H -1.54 3.47 1.28
H -3.20 3.78 0.75
```

## Properties
highest occupied orbital energy (spin up / spin down): -0.26869 / -0.21745 Ha
charge: 0
HOMO-LUMO gap (spin up / spin down): 7.07 / 4.94 eV



<Q>
Entry from the OMol25 dataset: a structure of composition C19H25CdClN6O4SSe (ωB97M-V/def2-TZVPD).

XYZ file:
```
58
Properties=species:S:1:pos:R:3
Cd 10.91 7.21 9.02
C 9.25 9.23 8.58
C 8.33 8.38 7.89
C 7.55 7.69 8.86
C 7.92 8.13 10.15
C 9.00 9.07 9.98
C 9.75 9.69 11.11
C 7.35 7.73 11.45
C 6.44 6.72 8.55
C 8.31 8.10 6.44
C 10.31 10.06 7.94
H 9.26 10.62 11.43
H 10.75 9.91 10.81
H 9.79 9.05 11.98
H 6.65 6.91 11.35
H 6.80 8.56 11.89
H 8.12 7.41 12.15
H 5.51 7.26 8.30
H 6.20 6.07 9.41
H 6.66 6.06 7.72
H 7.32 8.35 6.04
H 8.48 7.05 6.25
H 9.04 8.72 5.92
H 9.98 11.11 7.82
H 10.57 9.67 6.95
H 11.20 10.03 8.57
O 10.78 3.73 9.27
Cl 9.53 4.56 9.19
O 8.34 3.75 9.22
O 9.56 5.60 10.34
O 9.63 5.40 7.90
Se 14.20 10.07 10.02
N 15.06 9.00 11.16
C 14.44 7.86 11.42
C 14.83 6.77 12.24
C 14.02 5.65 12.24
C 12.83 5.60 11.47
N 12.42 6.62 10.69
C 13.18 7.76 10.69
N 12.84 8.84 9.98
H 15.75 6.84 12.82
H 14.26 4.73 12.79
H 12.16 4.73 11.51
C 15.99 9.12 5.83
C 14.58 8.79 5.29
C 13.97 7.60 5.95
N 12.87 7.74 6.63
N 12.47 6.64 7.30
C 13.26 5.59 7.12
N 13.06 4.40 7.70
S 14.60 5.92 6.02
H 16.47 9.98 5.35
H 16.65 8.26 5.71
H 15.97 9.30 6.89
H 14.60 8.61 4.21
H 13.87 9.62 5.45
H 12.22 4.28 8.28
H 13.75 3.67 7.63
```

## Properties
highest occupied orbital energy: -0.20776 Ha
charge: 0
HOMO-LUMO gap: 3.13 eV



<Q> ends up most stable, edging out the next structure by 98.9 kJ/mol.



<P>
Entry from the OMol25 dataset: an isolated molecule of C2H4ClPS (ωB97M-V/def2-TZVPD).

XYZ file:
```
9
Properties=species:S:1:pos:R:3
S 3.05 -0.29 0.31
C 1.76 0.42 -0.34
P -0.05 -0.26 -0.06
C -1.75 -0.21 0.68
Cl -2.85 0.43 -0.50
H 1.77 1.51 -0.45
H -0.37 -0.25 -1.40
H 0.35 -1.57 0.12
H -1.91 0.22 1.65
```

## Properties
SMILES: S=C[PH2]=CCl
highest occupied orbital energy: -0.28807 Ha
charge: 0
HOMO-LUMO gap: 6.31 eV



<Q>
Entry from the OMol25 dataset: a cluster of 2 separate species, C2H4ClPS in total (ωB97M-V/def2-TZVPD).

XYZ file:
```
9
Properties=species:S:1:pos:R:3
C 1.60 0.03 0.13
C 2.72 -0.60 -0.03
P -1.46 0.32 0.66
S -0.55 -1.07 -0.45
Cl 4.22 0.08 0.14
H 1.37 1.02 0.42
H 2.69 -1.64 -0.01
H -2.45 0.63 -0.19
H -2.39 -0.39 1.32
```

## Properties
highest occupied orbital energy: -0.33947 Ha
charge: 0
HOMO-LUMO gap: 8.17 eV



<Q> ends up most stable, edging out the next structure by 69.1 kJ/mol.



<P>
Entry from the OMol25 dataset: the ion C4H9ClN3 with charge +1 (ωB97M-V/def2-TZVPD).

XYZ file:
```
17
Properties=species:S:1:pos:R:3
N 1.53 -0.97 0.08
C 0.49 -0.26 0.69
C -0.94 -0.41 -0.13
N -0.99 -1.50 -0.97
N -1.12 1.00 -0.55
C -0.36 1.95 -0.06
C 0.80 1.54 0.80
Cl 2.29 2.34 0.19
H 2.26 -1.31 0.68
H 2.00 -0.47 -0.69
H 0.40 -0.34 1.74
H -1.59 -0.42 0.67
H -0.20 -2.02 -1.25
H -1.65 -1.35 -1.75
H -1.85 1.31 -1.36
H -0.43 2.91 -0.48
H 0.73 1.93 1.84
```

## Properties
SMILES: N[C@@H]1[C@H](N)[NH+]=C[C@@H]1Cl
highest occupied orbital energy: -0.50557 Ha
charge: +1
HOMO-LUMO gap: 8.74 eV



<Q>
Entry from the OMol25 dataset: a cluster of 2 separate species, C4H9ClN3 in total (ωB97M-V/def2-TZVPD).

XYZ file:
```
17
Properties=species:S:1:pos:R:3
C 1.32 1.37 0.44
C -0.34 0.21 -0.86
C 2.51 0.55 0.12
C -0.47 -1.03 -0.08
N 0.13 1.25 0.05
N 2.40 -0.69 -0.05
N -1.58 -1.42 0.42
Cl -4.11 0.35 0.00
H 1.52 2.23 1.07
H 0.38 0.05 -1.67
H -1.30 0.56 -1.26
H 3.44 1.12 0.06
H 0.48 -1.52 0.17
H 3.26 -1.19 -0.27
H -3.54 1.31 0.62
H -2.46 -0.89 0.24
H -1.64 -2.24 1.01
```

## Properties
highest occupied orbital energy: -0.50601 Ha
charge: +1
HOMO-LUMO gap: 9.26 eV



<Q> ends up most stable, edging out the next structure by 72.0 kJ/mol.